# 1
11
Properties=species:S:1:pos:R:3:forces:R:3 method="wB97M-V/def2-TZVPD" e_above_lowest_ev=0.000 total_charge=+2 mol_weight_da=157.99 gap_ev=5.070 multiplicity=1 e_homo_ev=-16.31
H -0.995 -1.532 1.186 -1.33 0.18 -1.05
C -3.415 0.266 -0.413 0.43 -0.43 -0.05
C -2.364 0.106 0.393 -0.30 0.99 0.51
C -1.311 -0.935 0.209 1.34 -1.53 0.43
C 0.104 -0.526 0.175 1.50 2.86 -0.51
O 0.529 0.472 0.839 1.60 -1.06 -1.73
Y 2.443 0.206 -0.478 -3.56 -0.61 1.81
H -3.585 -0.393 -1.269 0.00 0.21 0.24
H -2.239 0.787 1.242 0.01 -0.29 -0.24
H -4.151 1.053 -0.236 0.28 -0.28 0.01
H -1.510 -1.632 -0.618 0.03 -0.04 0.59

---

# 2
16
Properties=species:S:1:pos:R:3:forces:R:3 method="wB97M-V/def2-TZVPD" smiles="CC/C(N)=C/N" e_above_lowest_ev=0.783 mol_weight_da=86.14 gap_ev=8.018 multiplicity=1 e_homo_ev=-6.95
C 0.955 1.605 1.593 -0.07 0.13 -0.58
C 1.121 0.869 0.251 0.03 -0.20 0.64
C 0.032 -0.122 -0.069 0.61 0.21 -0.65
N -0.283 -1.029 0.948 -0.36 -0.39 0.42
C -0.399 -0.294 -1.324 -0.36 0.24 0.11
N -1.319 -1.281 -1.696 0.17 -0.30 0.37
H 1.651 2.445 1.619 0.08 -0.13 0.23
H 1.140 0.951 2.444 0.00 0.11 0.09
H -0.047 2.029 1.667 -0.07 -0.07 0.11
H 2.059 0.310 0.285 0.20 0.01 0.03
H 1.237 1.611 -0.527 -0.18 0.00 -0.37
H 0.057 -0.813 1.871 0.01 0.22 -0.12
H -1.248 -1.317 1.009 0.05 -0.05 -0.08
H -0.060 0.370 -2.108 0.02 0.03 0.02
H -2.051 -1.510 -1.048 -0.08 -0.05 -0.14
H -1.531 -1.455 -2.656 -0.05 0.24 -0.10

---

# 3
141
Properties=species:S:1:pos:R:3:forces:R:3 method="wB97M-V/def2-TZVPD" mol_weight_da=995.03 gap_ev=9.318 multiplicity=1 e_homo_ev=-8.99
C -25.669 -14.259 10.055 -0.12 -0.24 -0.18
C -24.371 -14.865 9.558 -0.18 -0.44 -1.81
C -24.564 -15.319 8.095 -0.05 -0.94 -0.66
O -23.264 -15.672 7.600 -0.43 0.18 -0.46
C -23.297 -15.866 6.169 -0.55 0.33 1.02
N -23.323 -13.849 9.539 -4.24 3.87 2.25
H -23.408 -13.393 10.555 1.13 -0.30 -1.55
H -22.423 -14.125 9.364 3.46 -1.42 -0.75
H -23.559 -13.070 8.847 0.54 -1.21 0.91
H -26.464 -14.934 9.709 -0.04 0.15 0.60
H -25.824 -13.337 9.484 -0.05 0.12 0.36
H -25.695 -14.072 11.145 -0.06 -0.11 -0.68
H -24.013 -15.724 10.126 -0.05 0.12 0.14
H -25.005 -14.501 7.391 0.40 -1.22 1.42
H -25.224 -16.273 8.129 0.68 1.55 -0.39
H -23.362 -14.895 5.640 0.45 -0.42 0.17
H -24.215 -16.391 6.000 -0.69 -0.47 -0.65
H -22.497 -16.531 5.840 0.23 0.51 0.21
C -15.357 -5.271 9.953 1.92 0.73 -0.14
C -15.126 -6.431 10.903 0.71 -0.60 -0.25
C -16.439 -7.137 11.153 0.15 -0.88 0.04
O -16.725 -7.901 9.972 -0.62 -0.01 -0.13
C -17.930 -7.741 9.195 0.22 0.52 1.00
N -14.134 -7.461 10.347 -1.23 1.21 0.34
H -15.797 -9.550 9.276 0.30 -1.31 0.34
H -14.241 -7.403 9.325 0.46 -0.20 0.61
H -13.188 -7.211 10.628 -0.20 -0.02 -0.34
H -15.987 -4.581 10.468 -0.72 0.69 0.12
H -15.788 -5.538 8.985 -0.05 -0.25 0.23
H -14.400 -4.704 9.745 -0.89 -0.68 0.17
H -14.788 -6.087 11.908 0.13 -0.07 -0.77
H -17.198 -6.435 11.512 -0.28 -0.03 -0.62
H -16.285 -7.838 11.980 -0.20 -0.15 -0.11
H -18.825 -8.175 9.650 0.32 -0.40 0.10
H -17.716 -8.176 8.233 -0.08 -0.30 -0.27
H -18.167 -6.692 9.076 0.11 0.51 -0.17
C -25.585 -8.064 8.816 1.43 2.00 -0.11
C -24.669 -7.147 9.768 0.18 -2.72 -2.47
C -23.762 -6.289 8.838 0.05 -1.76 1.85
O -22.719 -5.673 9.593 0.54 0.10 -0.11
C -21.903 -4.747 8.839 -0.47 -0.68 0.31
N -25.461 -6.430 10.645 -1.65 3.44 0.69
H -25.592 -5.472 10.254 -0.49 -0.84 0.29
H -22.073 -7.025 10.332 -0.24 2.63 -1.27
H -24.965 -6.205 11.482 0.37 -0.20 0.78
H -25.034 -8.958 8.525 -0.21 -0.05 -0.07
H -25.819 -7.449 7.930 -0.04 -0.42 0.01
H -26.513 -8.246 9.308 -0.47 -0.48 0.47
H -24.190 -7.871 10.397 1.00 -0.32 -0.02
H -24.402 -5.518 8.607 -1.63 1.94 -1.37
H -23.516 -6.883 7.954 0.88 0.31 0.19
H -22.447 -3.805 8.643 0.01 -0.52 -0.23
H -21.638 -5.317 7.936 0.33 0.80 0.00
H -21.035 -4.471 9.460 -0.26 -0.43 -0.31
C -19.890 -8.524 3.393 -0.18 -0.35 -1.19
C -20.601 -7.795 4.463 0.93 0.90 2.69
C -22.048 -7.689 4.088 -1.40 -0.57 1.24
O -22.781 -7.086 5.153 0.23 0.10 0.32
C -24.145 -7.415 5.326 -0.27 0.74 1.45
N -20.469 -8.603 5.763 -0.84 -2.15 -0.06
H -19.546 -8.793 6.206 0.14 0.35 -0.95
H -21.047 -8.243 6.509 -0.43 0.54 0.39
H -20.888 -9.644 5.717 0.31 1.68 -0.02
H -20.353 -9.526 3.488 0.47 0.20 -0.85
H -18.807 -8.648 3.527 -0.38 0.28 -0.13
H -20.182 -8.013 2.422 0.72 -0.97 0.89
H -20.210 -6.752 4.726 -0.40 -1.35 -0.51
H -22.504 -8.676 3.850 0.46 0.40 0.02
H -22.079 -7.040 3.245 -0.25 0.42 -1.03
H -24.325 -8.432 5.684 0.25 -0.20 -0.41
H -24.783 -7.130 4.518 -0.17 -0.25 -1.20
H -24.556 -6.762 6.132 0.70 -0.35 -0.34
C -18.285 -12.934 10.461 1.01 -0.46 1.52
C -17.706 -12.948 9.106 0.05 -0.10 -1.57
C -16.378 -13.753 9.018 -0.91 2.60 2.16
O -16.474 -14.899 8.324 0.72 -2.07 -0.55
C -15.355 -15.697 8.731 0.56 0.73 -1.43
N -18.686 -13.413 8.043 0.18 -1.96 1.10
H -19.209 -14.323 8.369 0.80 1.58 -0.81
H -19.438 -12.779 7.787 -0.12 0.52 0.32
H -18.095 -13.541 7.204 -0.51 -0.69 -0.54
H -18.187 -13.864 11.018 -0.34 -0.62 -0.47
H -19.270 -12.594 10.528 -1.67 0.52 -0.09
H -17.695 -12.313 11.117 0.35 0.70 -0.04
H -17.449 -11.967 8.747 0.00 0.64 0.23
H -16.097 -13.956 10.070 -0.08 0.12 -0.31
H -15.633 -13.062 8.661 0.58 0.08 -0.51
H -14.371 -15.362 8.314 -0.77 0.36 0.09
H -15.530 -16.629 8.251 -0.09 -1.22 0.36
H -15.234 -15.636 9.806 -0.25 -0.71 0.25
C -17.726 -16.400 4.970 -1.20 1.73 0.53
C -18.302 -15.018 4.610 0.14 1.19 -0.90
C -19.796 -14.854 4.867 -1.55 0.17 0.27
O -20.277 -13.516 5.247 0.86 -0.88 -0.81
C -20.236 -12.612 4.131 0.03 -0.34 -0.69
N -17.652 -13.954 5.348 0.99 0.20 0.75
H -19.521 -17.068 9.088 -0.35 0.58 0.49
H -16.630 -13.930 5.256 -0.55 -0.12 -0.08
H -17.994 -13.049 5.037 0.27 -0.21 -0.03
H -18.292 -17.163 4.455 0.29 -0.42 -0.22
H -17.845 -16.499 6.053 0.09 -0.23 -0.06
H -16.683 -16.324 4.739 0.62 -0.64 -0.29
H -18.178 -14.802 3.517 0.16 -0.57 0.46
H -20.143 -15.527 5.681 0.18 0.47 -0.38
H -20.312 -15.108 3.919 -0.08 -0.19 0.51
H -20.870 -13.025 3.294 0.33 0.36 0.68
H -19.187 -12.523 3.700 -1.32 0.31 0.62
H -20.683 -11.646 4.483 0.70 -0.94 -0.35
O -14.901 -9.867 11.455 -0.35 -0.66 -0.18
C -15.088 -10.854 10.569 0.74 -0.65 -0.06
O -14.823 -12.005 10.837 -0.53 0.92 -0.16
O -15.521 -10.516 9.325 -0.20 1.32 0.67
H -14.782 -8.998 11.015 0.34 0.35 -0.29
O -21.107 -15.658 11.218 -0.31 0.31 0.16
C -20.568 -15.738 10.090 -0.58 0.12 -1.01
O -19.846 -16.893 9.993 0.40 -0.05 -0.67
O -20.696 -14.965 9.084 0.58 -1.11 1.56
H -21.589 -14.765 12.099 0.14 1.31 0.18
O -21.724 -10.035 10.205 0.19 3.63 0.32
C -21.634 -8.742 9.737 -0.26 -0.91 -1.47
O -21.421 -8.442 8.534 -0.47 -0.60 2.88
O -21.872 -7.856 10.703 1.13 -3.65 0.87
H -21.798 -10.572 9.421 0.29 -1.31 -1.33
O -22.700 -12.428 14.131 -1.24 1.76 -1.62
C -22.533 -13.005 12.938 -0.68 -1.63 -0.36
O -21.738 -14.027 12.948 0.41 -0.52 -0.05
O -23.232 -12.636 12.001 0.09 0.32 0.01
H -22.239 -12.848 14.813 1.42 -1.29 1.35
O -23.650 -12.088 7.025 -1.96 -0.84 -1.33
C -22.412 -11.572 7.066 0.76 2.35 -1.23
O -21.807 -11.773 8.105 1.02 -0.49 1.32
O -22.098 -10.832 6.084 0.00 -0.50 0.00
H -24.006 -11.899 6.122 0.36 -0.13 1.02
C -15.836 -9.238 5.298 -0.78 0.74 -0.15
F -16.576 -8.225 4.731 1.05 -0.10 0.32
F -14.849 -9.579 4.491 0.15 0.33 -0.22
F -15.303 -8.809 6.467 -0.32 0.29 -0.75
S -16.958 -10.610 5.611 0.05 0.57 0.43
O -18.007 -9.937 6.407 0.38 -0.75 -0.33
O -17.425 -11.081 4.303 0.57 0.25 1.28
O -15.995 -11.385 6.372 -1.23 -0.95 -0.39

---

# 4
6
Properties=species:S:1:pos:R:3:forces:R:3 method="wB97M-V/def2-TZVPD" total_charge=-2 mol_weight_da=280.75 gap_ev=6.453 multiplicity=1 e_homo_ev=-1.32
O -0.445 0.719 -1.801 -0.33 0.12 -0.67
V -0.128 0.229 -0.357 -0.47 2.17 5.41
O -0.300 1.525 0.693 0.46 -2.93 -3.66
Cl -2.583 -1.171 0.322 1.19 0.64 -0.66
Cl 0.784 -0.805 2.244 -0.05 -0.26 -0.49
I 2.673 -0.497 -1.101 -0.80 0.27 0.08

---

# 5
19
Properties=species:S:1:pos:R:3:forces:R:3 method="wB97M-V/def2-TZVPD" e_above_lowest_ev=1.153 total_charge=+4 s2=3.890 mol_weight_da=521.03 gap_ev="7.086 / 7.533" multiplicity=4 e_homo_ev="-22.62 / -22.56"
Ce 0.167 -1.258 -4.306 -0.19 0.77 0.37
Pr -0.720 -0.463 0.962 -0.91 -1.74 -2.63
Cl -0.994 0.745 -3.374 0.05 -0.31 -0.67
Cl 0.353 -1.424 -1.428 -0.08 -0.13 0.82
C -1.117 -2.476 2.761 -0.51 -5.02 3.06
C -0.211 -0.746 -6.835 -2.53 10.46 -3.95
C 0.172 -2.299 -6.748 2.13 -12.28 -2.99
O -1.233 -3.444 3.384 0.52 4.70 -2.89
O -0.552 -0.041 -7.746 1.75 -5.01 3.91
O 0.408 -3.275 -7.408 -1.39 6.66 2.83
N -0.734 1.789 4.724 -0.33 -2.19 -3.18
N 0.141 1.551 3.690 -0.30 2.00 1.19
N 1.312 2.230 3.514 -1.74 -1.35 -0.53
C 1.639 1.873 2.264 -0.30 -0.77 0.51
N 0.757 1.010 1.689 0.27 1.59 2.37
N -0.260 0.872 2.684 1.80 0.58 -0.25
H -1.399 0.994 4.816 0.64 1.02 0.38
H -0.315 2.177 5.509 1.09 0.92 2.02
H 2.586 2.185 1.851 0.02 0.10 -0.37